The following is a quantum chemistry calculation of a 7-piece molecular cluster, C42H49O2S overall at a distorted geometry, from the OMol25 dataset.

Its net charge is +1. The value obtained for the LUMO energy is -3.64 eV. For the HOMO energy, the calculation gives -0.378 Ha. The frontier orbital gap comes out at 6.64 eV.

Geometry (Å):
C  -3.892  3.168  2.257
C  -3.301  1.937  1.351
C  -2.084  1.079  2.090
S  -1.823  -0.460  1.054
C  -1.357  -1.959  2.075
C  -1.546  -1.784  3.695
O  -1.237  -3.111  4.299
C  0.206  -3.263  4.542
O  1.089  -3.580  3.555
H  -4.200  2.876  3.349
H  -3.171  4.113  2.319
H  -4.882  3.566  1.724
H  -4.161  1.135  1.148
H  -2.939  2.393  0.316
H  -2.283  0.865  3.223
H  -1.086  1.724  2.040
H  -0.693  -0.182  0.238
H  -2.052  -2.864  1.727
H  -0.265  -2.268  1.750
H  -2.673  -1.556  4.012
H  -0.814  -0.998  4.167
H  0.690  -3.166  5.628
C  2.190  5.647  3.700
C  1.029  5.011  4.140
C  0.026  4.681  3.229
C  0.187  4.978  1.876
C  1.350  5.611  1.435
C  2.349  5.950  2.347
H  2.970  5.907  4.410
H  0.906  4.773  5.193
H  -0.881  4.191  3.573
H  -0.592  4.717  1.165
H  1.476  5.842  0.380
H  3.252  6.448  2.005
C  -1.453  -6.104  5.455
C  -2.451  -7.074  5.373
C  -2.254  -8.328  5.950
C  -1.061  -8.609  6.617
C  -0.064  -7.638  6.701
C  -0.258  -6.386  6.117
H  -1.605  -5.127  5.002
H  -3.383  -6.853  4.860
H  -3.029  -9.087  5.880
H  -0.909  -9.585  7.070
H  0.865  -7.856  7.222
H  0.521  -5.631  6.178
C  3.268  2.519  -3.497
C  3.280  2.766  -2.124
C  2.313  3.593  -1.555
C  1.327  4.167  -2.358
C  1.312  3.918  -3.730
C  2.285  3.098  -4.300
H  4.024  1.877  -3.941
H  4.044  2.313  -1.498
H  2.327  3.790  -0.486
H  0.570  4.809  -1.913
H  0.543  4.364  -4.355
H  2.277  2.908  -5.370
C  0.556  3.617  -8.061
C  -0.514  3.463  -8.942
C  -1.373  4.533  -9.192
C  -1.156  5.761  -8.566
C  -0.084  5.917  -7.688
C  0.769  4.844  -7.431
H  1.223  2.782  -7.864
H  -0.678  2.508  -9.435
H  -2.210  4.411  -9.873
H  -1.822  6.597  -8.764
H  0.085  6.874  -7.202
H  1.601  4.964  -6.742
C  4.468  6.898  -8.170
C  5.711  7.413  -8.538
C  5.995  7.657  -9.882
C  5.032  7.396  -10.856
C  3.788  6.884  -10.487
C  3.507  6.631  -9.145
H  4.249  6.705  -7.123
H  6.459  7.623  -7.778
H  6.965  8.052  -10.169
H  5.251  7.591  -11.903
H  3.037  6.682  -11.247
H  2.540  6.228  -8.858
C  -2.284  -14.013  7.470
C  -3.353  -14.167  6.588
C  -4.212  -13.097  6.339
C  -3.995  -11.869  6.964
C  -2.924  -11.714  7.843
C  -2.070  -12.787  8.099
H  -1.616  -14.848  7.666
H  -3.518  -15.122  6.095
H  -5.049  -13.220  5.657
H  -4.662  -11.034  6.766
H  -2.754  -10.756  8.329
H  -1.239  -12.667  8.788